(1)
# C4H6N2O

The molecule C4H6N2O at a distorted geometry (ωB97M-V with the def2-TZVPD basis set, the OMol25 dataset).

The geometry in XYZ format:
```
13
Properties=species:S:1:pos:R:3
C -1.602 0.713 -0.435
C -0.639 -0.422 -0.085
O 0.132 -0.857 -1.235
C 1.348 -0.462 -0.733
N 2.449 -0.534 -1.323
C 0.734 -0.051 0.553
N 1.028 0.326 1.719
H -2.261 0.425 -1.265
H -2.253 0.991 0.406
H -1.036 1.596 -0.743
H -1.197 -1.275 0.346
H 0.040 0.221 1.956
H 3.190 -0.173 -0.726
```

## Properties
energy relative to the best compared isomer or geometry (same formula, charge and spin) = 2.557 eV
energy = -340.7010 Eh
Kohn-Sham gap = 10.629 eV
SMILES = [H]/N=C1/O[C@H](C)/C1=N\[H]
HOMO energy = -10.45 eV

(2)
# C4H6N2O

The molecule C4H6N2O at a distorted geometry (ωB97M-V with the def2-TZVPD basis set, the OMol25 dataset).

The geometry in XYZ format:
```
13
Properties=species:S:1:pos:R:3
N -1.787 0.887 0.462
C -0.657 0.162 0.049
C 0.678 0.513 -0.157
O 1.082 1.813 -0.099
C 1.430 -0.651 -0.357
C 0.561 -1.770 -0.333
N -0.709 -1.161 -0.117
H -2.262 1.323 -0.318
H -1.527 1.612 1.122
H 2.037 1.828 -0.230
H 2.508 -0.673 -0.515
H 0.183 -2.153 0.681
H -1.536 -1.732 -0.188
```

## Properties
energy relative to the best compared isomer or geometry (same formula, charge and spin) = 3.548 eV
energy = -340.6645 Eh
Kohn-Sham gap = 8.498 eV
SMILES = Nc1[nH]ccc1O
HOMO energy = -7.76 eV

(3)
# C4H6N2O

The molecule C4H6N2O (ωB97M-V with the def2-TZVPD basis set, the OMol25 dataset).

The geometry in XYZ format:
```
13
Properties=species:S:1:pos:R:3
N -1.445 -0.261 -1.469
C -0.588 -0.186 -0.366
C 0.661 0.268 -0.225
O 1.368 0.897 -1.218
C 1.029 0.112 1.226
C -0.100 -0.669 1.881
N -0.994 -0.709 0.897
H -0.949 0.051 -2.297
H -2.264 0.328 -1.352
H 2.234 0.474 -1.293
H 2.036 -0.241 1.471
H 0.916 1.081 1.740
H -1.901 -1.146 1.005
```

## Properties
energy relative to the best compared isomer or geometry (same formula, charge and spin) = 3.015 eV
energy = -340.6841 Eh
Kohn-Sham gap = 8.818 eV
HOMO energy = -8.18 eV

(4)
# C4H6N2O

A structure of composition C4H6N2O at a distorted geometry (ωB97M-V with the def2-TZVPD basis set, the OMol25 dataset).

The geometry in XYZ format:
```
13
Properties=species:S:1:pos:R:3
C 0.776 1.450 0.307
C 0.294 -0.165 -0.665
C -0.605 -1.374 -1.021
C -0.205 0.242 0.556
H 1.922 1.568 0.484
H 0.662 2.418 0.542
H 1.239 -0.564 -0.352
H -0.731 -1.762 -2.008
H -1.387 -0.923 1.735
H -0.949 0.880 0.125
N -1.180 -1.811 0.131
N -0.458 -1.102 1.280
O 0.622 1.143 -1.115
```

## Properties
energy relative to the best compared isomer or geometry (same formula, charge and spin) = 7.215 eV
energy = -340.5298 Eh
Kohn-Sham gap = 10.678 eV
HOMO energy = -9.81 eV

(5)
# C4H6N2O

A structure of composition C4H6N2O (ωB97M-V with the def2-TZVPD basis set, the OMol25 dataset).

The geometry in XYZ format:
```
13
Properties=species:S:1:pos:R:3
N -0.657 -1.609 -1.380
C -0.466 -1.033 -0.283
O -0.784 -1.372 1.012
C -0.458 -0.031 1.494
C 0.100 0.293 0.111
C 1.303 0.927 -0.471
N -0.012 1.546 -0.583
H -1.130 -2.507 -1.274
H -1.381 0.530 1.677
H 0.164 -0.052 2.394
H 1.726 0.456 -1.359
H 2.017 1.442 0.166
H -0.421 1.410 -1.504
```

## Properties
energy relative to the best compared isomer or geometry (same formula, charge and spin) = 2.653 eV
energy = -340.6974 Eh
Kohn-Sham gap = 10.929 eV
HOMO energy = -9.90 eV

(6)
# C4H6N2O

The molecule C4H6N2O at a distorted geometry (ωB97M-V with the def2-TZVPD basis set, the OMol25 dataset).

The geometry in XYZ format:
```
13
Properties=species:S:1:pos:R:3
N -0.441 -0.305 2.220
C 0.837 0.010 1.963
O 1.346 -0.057 0.749
C 0.675 -0.478 -0.425
C -0.130 0.686 -1.003
C -0.689 0.330 -2.307
N -1.106 0.006 -3.336
H -1.291 -0.591 1.704
H -0.372 -0.048 3.194
H 0.050 -1.357 -0.236
H 1.482 -0.758 -1.105
H -0.938 0.968 -0.320
H 0.523 1.559 -1.113
```

## Properties
energy relative to the best compared isomer or geometry (same formula, charge and spin) = 3.281 eV
energy = -340.6743 Eh
Kohn-Sham gap = 9.268 eV
HOMO energy = -8.72 eV

(7)
# C4H6N2O

The molecule C4H6N2O at a distorted geometry (ωB97M-V with the def2-TZVPD basis set, the OMol25 dataset).

The geometry in XYZ format:
```
13
Properties=species:S:1:pos:R:3
N 0.972 -0.096 1.724
C -0.008 0.079 0.675
C 0.472 0.073 -0.720
O 1.694 0.337 -1.157
N -0.589 -0.042 -1.473
C -1.749 -0.305 -0.615
C -1.454 -0.335 0.704
H 1.288 -1.061 1.776
H 0.472 0.061 2.600
H 2.273 0.354 -0.373
H -0.610 0.185 -2.459
H -2.684 -0.439 -1.148
H -0.076 1.188 0.465
```

## Properties
energy relative to the best compared isomer or geometry (same formula, charge and spin) = 4.171 eV
energy = -340.6416 Eh
Kohn-Sham gap = 7.822 eV
HOMO energy = -7.49 eV

(8)
# C4H6N2O2

The molecule C4H6N2O2 at a distorted geometry (ωB97M-V with the def2-TZVPD basis set, the OMol25 dataset).

The geometry in XYZ format:
```
14
Properties=species:S:1:pos:R:3
C 1.553 0.160 0.361
C 0.281 0.530 -0.281
C -1.827 -0.664 -0.189
C 0.258 -0.747 0.573
H 2.651 -0.969 -0.946
H 1.979 0.703 1.303
H -0.031 0.197 -1.366
H -0.953 2.208 -0.234
H -2.730 -1.293 -0.289
H -0.313 -0.453 1.546
N -0.824 1.278 0.123
N -2.013 0.621 -0.133
O 2.649 -0.045 -0.382
O -0.680 -1.525 -0.085
```

## Properties
energy relative to the best compared isomer or geometry (same formula, charge and spin) = 6.679 eV
energy = -415.7952 Eh
Kohn-Sham gap = 9.282 eV
SMILES = O[C@H]1[C@@H]2NN=CO[C@@H]12
HOMO energy = -8.71 eV

(9)
# C4H6N2O2

A structure of composition C4H6N2O2 at a distorted geometry (ωB97M-V with the def2-TZVPD basis set, the OMol25 dataset).

The geometry in XYZ format:
```
14
Properties=species:S:1:pos:R:3
C 0.418 -0.068 0.694
C -0.223 -0.892 -0.430
C -0.301 -0.172 -1.480
C 0.347 1.230 -0.036
H 0.737 -0.924 2.403
H -0.771 -0.596 1.989
H -0.661 -2.587 -1.260
H -0.128 -0.624 -2.600
H 0.338 1.802 -2.080
H 0.451 1.624 1.627
N 0.242 -0.115 2.065
N 0.126 1.081 -1.310
O -0.695 -2.184 -0.296
O 0.119 2.424 0.715
```

## Properties
energy relative to the best compared isomer or geometry (same formula, charge and spin) = 5.357 eV
energy = -415.8438 Eh
Kohn-Sham gap = 8.368 eV
HOMO energy = -7.71 eV

(10)
# C4H6N2O2

The molecule C4H6N2O2 at a distorted geometry (ωB97M-V with the def2-TZVPD basis set, the OMol25 dataset).

The geometry in XYZ format:
```
14
Properties=species:S:1:pos:R:3
C 1.765 -0.584 -0.653
C -0.463 0.161 0.052
C 1.469 1.707 -0.149
C -2.067 -1.453 0.369
N 2.492 -1.423 -0.918
N 0.906 0.333 -0.354
O -1.151 1.072 0.427
O -0.699 -1.115 -0.059
H 1.123 2.499 -0.840
H 1.046 1.981 0.878
H 2.548 1.617 -0.147
H -2.788 -0.783 -0.059
H -2.008 -1.456 1.381
H -2.173 -2.558 0.070
```

## Properties
energy relative to the best compared isomer or geometry (same formula, charge and spin) = 1.618 eV
energy = -415.9812 Eh
Kohn-Sham gap = 10.612 eV
SMILES = COC(=O)N(C)C#N
HOMO energy = -9.95 eV

(11)
# C4H6N2O2

The molecule C4H6N2O2 at a distorted geometry (ωB97M-V with the def2-TZVPD basis set, the OMol25 dataset).

The geometry in XYZ format:
```
14
Properties=species:S:1:pos:R:3
C 1.841 -0.949 -0.981
C 1.178 -0.700 0.172
C 0.113 0.052 -1.597
C -0.877 0.712 0.704
N 1.154 -0.480 -2.088
N 0.136 0.110 -0.167
O -0.511 1.433 1.799
O -1.772 -0.313 1.098
H 2.788 -1.566 -1.291
H 1.421 -0.702 1.235
H -0.751 0.372 -2.162
H -1.329 1.333 -0.089
H -0.742 0.942 2.638
H -2.650 -0.244 0.728
```

## Properties
energy relative to the best compared isomer or geometry (same formula, charge and spin) = 1.809 eV
energy = -415.9741 Eh
Kohn-Sham gap = 9.266 eV
SMILES = OC(O)n1ccnc1
HOMO energy = -8.81 eV

(12)
# C4H6N2O2

The molecule C4H6N2O2 at a distorted geometry (ωB97M-V with the def2-TZVPD basis set, the OMol25 dataset).

The geometry in XYZ format:
```
14
Properties=species:S:1:pos:R:3
C 0.225 0.043 -0.004
C 2.943 -0.074 0.004
C -1.873 -1.308 -0.156
C -1.083 0.006 0.024
N 1.460 -0.026 -0.085
N -1.903 1.209 0.069
O 3.515 1.107 0.039
O 3.518 -1.133 0.062
H -2.796 -1.172 0.329
H -1.381 -2.161 0.369
H -2.073 -1.524 -1.194
H -2.510 1.217 0.884
H 3.078 1.857 -0.343
H -1.118 1.958 0.002
```

## Properties
energy relative to the best compared isomer or geometry (same formula, charge and spin) = 3.072 eV
energy = -415.9277 Eh
Kohn-Sham gap = 8.108 eV
SMILES = CC(N)=C=NC(=O)O
HOMO energy = -7.80 eV

(13)
# C4H6N2O2

A cluster of 2 separate species, C4H6N2O2 in total at a distorted geometry (ωB97M-V with the def2-TZVPD basis set, the OMol25 dataset).

The geometry in XYZ format:
```
14
Properties=species:S:1:pos:R:3
C 0.871 0.063 -0.717
C -1.259 -1.417 0.500
C 0.698 -0.177 0.642
O 1.453 0.587 1.490
O 1.866 0.845 -1.179
N -0.315 -0.844 1.198
C -1.171 1.092 -1.030
N -1.165 2.145 -1.505
H 1.024 0.564 2.356
H 2.202 1.393 -0.454
H 0.587 -0.691 -1.438
H -2.059 -1.881 1.063
H -1.663 0.223 -0.467
H -1.070 -1.903 -0.458
```

## Properties
energy relative to the best compared isomer or geometry (same formula, charge and spin) = 3.993 eV
energy = -415.8939 Eh
Kohn-Sham gap (alpha / beta) = 7.984 / 7.985 eV
SMILES = C=N/C(O)=C/O.C#N
HOMO energy (alpha / beta) = -8.47 / -8.47 eV

(14)
# C4H6N2O2

A structure of composition C4H6N2O2 at a distorted geometry (ωB97M-V with the def2-TZVPD basis set, the OMol25 dataset).

The geometry in XYZ format:
```
14
Properties=species:S:1:pos:R:3
C 0.585 1.604 -0.492
C 0.004 0.838 0.681
C 0.863 -0.412 1.079
C -1.114 -0.360 0.586
H 0.009 -0.656 -1.123
H 0.945 -0.764 -2.668
H 0.754 2.674 -0.565
H -0.134 1.467 1.562
H 1.545 -0.455 1.903
H 1.395 -0.506 -0.092
N 0.958 -0.528 -1.540
N 0.838 0.969 -1.568
O -0.092 -1.287 0.962
O -2.298 -0.572 0.490
```

## Properties
energy relative to the best compared isomer or geometry (same formula, charge and spin) = 5.710 eV
energy = -415.8308 Eh
Kohn-Sham gap = 9.521 eV
HOMO energy = -8.89 eV

(15)
# C4H6N2O2

A structure of composition C4H6N2O2 at a distorted geometry (ωB97M-V with the def2-TZVPD basis set, the OMol25 dataset).

The geometry in XYZ format:
```
14
Properties=species:S:1:pos:R:3
C -1.656 0.270 0.842
N 1.032 0.730 -0.795
N 0.223 -0.009 -1.711
C 0.704 -0.039 0.428
C -0.246 -1.003 -0.914
C -0.374 0.405 1.278
O 1.825 -0.414 1.117
O -0.666 -2.089 -1.183
H 2.543 -0.545 0.484
H 0.687 1.687 -0.735
H 0.542 -0.135 -2.666
H -2.432 0.912 1.247
H -2.074 -0.603 0.371
H -0.108 0.832 2.238
```

## Properties
energy relative to the best compared isomer or geometry (same formula, charge and spin) = 4.292 eV
energy = -415.8829 Eh
Kohn-Sham gap = 9.465 eV
HOMO energy = -8.76 eV

(16)
# C4H6N2O2

The molecule C4H6N2O2 at a distorted geometry (ωB97M-V with the def2-TZVPD basis set, the OMol25 dataset).

The geometry in XYZ format:
```
14
Properties=species:S:1:pos:R:3
C -1.032 1.813 -0.234
C -0.250 0.443 -0.046
C -1.695 -1.490 0.133
C 2.805 -0.812 -0.009
H -1.537 1.741 0.839
H -1.990 1.385 -0.694
H -0.604 2.786 -0.328
H -2.025 -2.094 0.932
H 3.647 -1.646 0.322
H 3.249 0.396 0.008
N 0.962 0.309 -0.472
N 1.558 -0.965 -0.424
O -0.869 -0.425 0.784
O -2.220 -1.441 -0.811
```

## Properties
energy relative to the best compared isomer or geometry (same formula, charge and spin) = 5.536 eV
energy = -415.8372 Eh
Kohn-Sham gap = 10.126 eV
SMILES = C=N/N=C(/C)OC=O
HOMO energy = -9.35 eV

(17)
# C4H6N2O3

A cluster of 2 separate species, C4H6N2O3 in total at a distorted geometry (ωB97M-V with the def2-TZVPD basis set, the OMol25 dataset).

The geometry in XYZ format:
```
15
Properties=species:S:1:pos:R:3
C -0.693 -0.129 -1.167
C 0.003 -2.683 0.442
C 1.381 0.554 -0.506
C 0.374 1.105 0.546
N 0.515 -0.181 -1.512
N -0.884 0.461 0.261
O 0.923 -2.184 0.928
O -0.982 -3.018 -0.036
O -1.940 1.256 0.621
H -1.639 -0.504 -1.537
H 1.892 1.371 -1.213
H 2.166 -0.228 -0.320
H 0.844 0.893 1.449
H 0.380 2.128 0.549
H -2.341 1.161 1.496
```

## Properties
energy relative to the best compared isomer or geometry (same formula, charge and spin) = 3.776 eV
energy = -491.1621 Eh
Kohn-Sham gap = 9.260 eV
SMILES = ON1C=NCC1.O=C=O
HOMO energy = -8.65 eV

(18)
# C4H6N2O3P

A structure of composition C4H6N2O3P at a distorted geometry (ωB97M-V with the def2-TZVPD basis set, the OMol25 dataset).

The geometry in XYZ format:
```
16
Properties=species:S:1:pos:R:3
C -2.569 0.199 -0.457
C -1.389 -0.128 -0.971
C -1.752 -1.066 0.918
C 2.061 0.308 0.509
N -2.775 -0.264 0.822
N -0.801 -1.009 -0.069
O 1.258 1.094 -0.379
O 0.581 -3.130 0.769
O 1.484 -0.891 0.829
P 0.670 -2.019 -0.218
H -3.187 1.067 -0.720
H -0.854 0.071 -1.883
H -1.480 -1.671 1.784
H 0.404 0.933 -0.238
H 3.167 0.098 -0.014
H 2.307 0.779 1.457
```

## Properties
energy relative to the best compared isomer or geometry (same formula, charge and spin) = 2.199 eV
energy = -832.6856 Eh
Kohn-Sham gap = 8.074 eV
charge = -1
HOMO energy = -4.20 eV

(19)
# C4H6N2OS

The molecule C4H6N2OS at a distorted geometry (ωB97M-V with the def2-TZVPD basis set, the OMol25 dataset).

The geometry in XYZ format:
```
14
Properties=species:S:1:pos:R:3
C -0.497 0.345 -0.537
C 3.272 -0.657 -0.491
C -0.666 0.137 0.945
C -1.745 -0.178 1.622
H -3.198 1.009 -1.686
H 3.815 -1.470 0.023
H 3.851 0.250 -1.006
H 0.303 0.166 1.421
H -1.606 -0.459 2.699
H -2.716 -0.169 1.153
N -1.298 0.577 -1.492
N 1.974 -0.717 -0.427
O -2.577 0.712 -0.954
S 1.090 0.453 -1.268
```

## Properties
energy relative to the best compared isomer or geometry (same formula, charge and spin) = 5.074 eV
energy = -738.8182 Eh
Kohn-Sham gap = 8.990 eV
SMILES = C=C/C(=N\O)SN=C
HOMO energy = -8.45 eV

(20)
# C4H6N2OS

The molecule C4H6N2OS at a distorted geometry (ωB97M-V with the def2-TZVPD basis set, the OMol25 dataset).

The geometry in XYZ format:
```
14
Properties=species:S:1:pos:R:3
C -0.091 -1.084 -0.026
C 0.317 0.221 0.236
C 2.378 1.580 -0.240
C -1.602 -1.318 -0.032
N 0.579 -2.151 -0.188
N 3.618 1.623 -0.060
O 1.693 0.468 0.172
S 2.003 -2.615 0.060
H -0.284 1.059 0.296
H 1.908 2.438 -0.604
H -1.724 -2.382 0.208
H -2.183 -1.298 -1.074
H -2.102 -0.670 0.713
H 3.880 0.751 0.425
```

## Properties
energy relative to the best compared isomer or geometry (same formula, charge and spin) = 5.077 eV
energy = -738.8181 Eh
Kohn-Sham gap (alpha / beta) = 6.534 / 7.190 eV
SMILES = [H]/N=C\O/C=C(/C)N=S
HOMO energy (alpha / beta) = -7.75 / -8.48 eV